[1]
{"formula": "C2H2F3NO", "method": "ωB97M-V with the def2-TZVPD basis set", "elements": ["C", "C", "N", "O", "F", "F", "F", "H", "H"], "coordinates": [[1.29752, 0.42950, -0.71659], [-1.29741, -0.65058, 0.36348], [0.98697, 0.55230, 0.48125], [1.19113, 1.28367, 1.38864], [-1.69714, -0.66761, 1.59737], [-2.10871, 0.00564, -0.47818], [-0.98457, -1.82856, -0.17965], [1.95698, 1.20064, -1.20677], [0.65524, -0.32501, -1.24956]], "forces_ev_per_angstrom": [[-0.1274, -0.1482, -3.0416], [1.2180, 0.8174, -1.4654], [-1.6116, -0.8479, 0.5208], [0.6853, 1.1072, 1.6279], [-0.5758, -0.4966, 0.0093], [0.0969, -0.4032, 0.8902], [-0.4993, 0.1437, 0.7744], [-0.5917, -1.0710, 0.4533], [1.4056, 0.8986, 0.2311]], "nbo_charge": [-0.280, 0.967, 0.113, -0.272, -0.296, -0.326, -0.325, 0.204, 0.216], "orbital_gap_ev": [9.628, 8.919], "de_lowest_kcal_mol": 132.52}



[2]
{"formula": "C16H24AsN4STc", "method": "ωB97M-V with the def2-TZVPD basis set", "elements": ["Tc", "C", "C", "N", "N", "C", "N", "S", "C", "C", "C", "C", "C", "N", "H", "H", "H", "H", "H", "H", "H", "H", "H", "H", "C", "C", "C", "C", "C", "H", "H", "H", "H", "H", "C", "As", "C", "C", "H", "H", "H", "H", "H", "H", "H", "H", "H"], "coordinates": [[-0.91868, -0.42376, -0.49706], [0.47906, -0.62367, 3.73773], [0.34834, -0.67779, 2.25612], [-0.68367, -0.22312, 1.60652], [-1.68643, 0.37808, 2.33960], [-2.68893, 1.01000, 1.70767], [-3.62630, 1.62469, 2.39239], [-2.73097, 1.02051, -0.01005], [1.39685, -1.18546, 1.39035], [2.57121, -1.74094, 1.88144], [3.58091, -2.11558, 1.00687], [3.38942, -1.87711, -0.34062], [2.18467, -1.33149, -0.76192], [1.17739, -1.02343, 0.05977], [0.14336, 0.33200, 4.14432], [1.50990, -0.73641, 4.05450], [-0.10306, -1.42834, 4.19967], [-1.65700, 0.30668, 3.34858], [-3.63850, 1.67158, 3.40309], [-4.39137, 2.07910, 1.91075], [2.70762, -1.88492, 2.94225], [4.49652, -2.55843, 1.37581], [4.15136, -2.10742, -1.07281], [2.04414, -1.12393, -1.81082], [-0.45719, -2.06067, -2.04372], [-1.40042, -1.19988, -2.62664], [-2.55353, -1.21300, -1.78333], [-2.35545, -2.17428, -0.77347], [-1.02699, -2.64871, -0.88012], [0.51760, -2.28727, -2.43330], [-1.29685, -0.60434, -3.51888], [-3.49639, -0.74688, -2.02720], [-3.06902, -2.41409, 0.00161], [-0.53418, -3.35635, -0.23260], [-0.32220, 3.30706, -0.56605], [0.22772, 1.67418, -1.46099], [-0.14867, 1.99108, -3.33445], [2.16261, 1.79387, -1.33751], [0.18778, 4.14399, -1.04405], [-0.03412, 3.27080, 0.48412], [-1.39678, 3.44476, -0.65276], [0.39399, 2.87848, -3.66181], [-1.21649, 2.16131, -3.46985], [0.17238, 1.14417, -3.93846], [2.43963, 2.79272, -1.67680], [2.65896, 1.07191, -1.98094], [2.49179, 1.67031, -0.30695]], "forces_ev_per_angstrom": [[1.9164, -0.8336, 0.9189], [0.0107, 0.0223, 0.0442], [-0.3363, 0.2409, 0.0106], [-0.5415, 0.0812, 0.0151], [-0.2087, -0.0053, 0.1811], [0.0617, -0.1462, -0.1738], [0.0464, -0.0207, 0.0893], [0.0197, 0.2088, 0.0311], [0.4339, -0.3210, -0.1418], [-0.2550, 0.1008, 0.0844], [0.0211, 0.0094, -0.2056], [0.0123, -0.0301, 0.1117], [-0.0401, 0.0450, -0.1224], [-0.0383, 0.3677, -0.1467], [-0.0051, 0.0162, -0.0191], [-0.0068, -0.0346, 0.0010], [-0.0171, 0.0113, -0.0016], [-0.0091, -0.0147, -0.0129], [0.0130, 0.0177, -0.0050], [0.0003, -0.0264, -0.0076], [-0.0138, 0.0018, 0.0217], [0.0007, -0.0029, 0.0029], [0.0018, 0.0057, -0.0055], [-0.0516, -0.0174, -0.0222], [-0.0603, 0.2795, -0.3973], [-0.3943, 0.3707, 0.2048], [-0.3723, -0.2431, -1.4654], [0.2862, -0.1466, 0.8313], [-0.4614, -0.0799, 0.4977], [0.0640, 0.0440, -0.0860], [0.0581, -0.0789, -0.0610], [0.0840, 0.2072, 0.1183], [0.0141, -0.0979, -0.0150], [-0.0787, -0.0966, 0.0042], [0.0242, -0.0496, -0.0610], [-0.0655, 0.3258, -0.3167], [-0.0206, 0.0334, 0.0557], [-0.0670, -0.0345, 0.0021], [0.0350, -0.0547, -0.0175], [-0.0134, -0.0248, -0.0080], [0.0304, 0.0003, -0.0184], [-0.0018, -0.0041, 0.0704], [0.0094, -0.0265, 0.0015], [0.0244, 0.0145, 0.0176], [-0.0703, 0.0089, 0.0100], [-0.0287, -0.0021, -0.0040], [-0.0102, -0.0209, -0.0111]], "lowdin_spin": [0.811, 0.008, 0.059, -0.012, -0.009, 0.004, 0.002, 0.050, -0.003, 0.016, 0.002, 0.010, 0.009, -0.002, 0.002, 0.000, 0.004, 0.000, 0.000, 0.000, 0.001, 0.000, 0.000, 0.000, -0.010, -0.005, -0.009, 0.035, -0.005, 0.001, 0.001, 0.000, 0.004, 0.001, 0.017, 0.019, -0.004, 0.001, 0.001, 0.000, 0.001, -0.001, 0.000, 0.000, 0.000, 0.000, 0.000], "multiplicity": 2, "orbital_gap_ev": [7.946, 6.956], "charge": 3, "de_lowest_kcal_mol": 2.35}



Q: Number 1 is which compound?
A: C2H2F3NO